(1)
This record from the Open Molecules 2025 dataset describes a single C8H15P molecule in a non-equilibrium geometry. The level of theory is ωB97M-V/def2-TZVPD.

The value obtained for the molecular weight is 142.18 g mol⁻¹. The energy above the lowest of the compared OMol25 structures with the same formula, charge and spin comes out at 98.04 kJ/mol. For the frontier orbital gap, the calculation gives 7.75 eV. For the max |F|, the calculation gives 1.9 eV/Å. Its net charge is 0.

Structure (XYZ):
```
24
Properties=species:S:1:pos:R:3:forces:R:3:lowdin_charge:R:1
P -1.156 0.082 -1.411 -1.4 -0.6 -1.1 0.952
C 1.719 0.488 -0.268 -1.4 0.3 0.3 -0.185
C -0.618 -0.585 1.568 -0.1 0.0 -0.5 -0.180
C 0.694 1.722 -0.216 0.6 -0.4 0.9 -0.206
C 1.346 -0.798 -1.063 0.5 0.0 -0.4 -0.239
C -1.268 0.786 1.161 -0.5 -0.2 0.2 -0.237
C -0.547 -1.725 0.482 -1.0 0.6 0.7 -0.239
C -0.817 1.382 -0.200 0.2 0.5 0.2 -0.513
C -0.106 -1.337 -0.920 0.5 0.8 -0.6 -0.494
H -1.943 0.152 -2.591 0.7 0.2 0.5 -0.074
H 2.626 0.910 -0.662 0.5 -0.1 -0.2 0.090
H 1.945 0.153 0.736 0.0 0.2 0.3 0.079
H 0.407 -0.406 1.897 -0.1 0.1 0.2 0.083
H -1.170 -1.024 2.428 0.3 0.5 -0.4 0.111
H 0.900 2.380 -1.051 0.0 0.0 -0.4 0.088
H 0.935 2.347 0.696 -0.2 -0.7 -0.7 0.118
H 1.529 -0.566 -2.133 -0.2 -0.4 0.5 0.100
H 2.070 -1.590 -0.772 -0.3 0.4 -0.1 0.110
H -2.358 0.655 1.128 0.2 0.0 -0.2 0.095
H -1.114 1.527 1.958 0.3 -0.2 0.0 0.102
H -1.549 -2.187 0.404 0.4 0.2 0.0 0.106
H 0.107 -2.471 0.896 0.5 -0.5 0.2 0.096
H -1.399 2.314 -0.474 0.5 -1.1 0.5 0.123
H -0.234 -2.210 -1.592 0.0 0.6 0.2 0.116
```
Positions in Å, forces in eV/Å.

=====

(2)
This record from the Open Molecules 2025 dataset describes 6 unconnected molecules or ions with the total composition C50H64ClN5O6S in a non-equilibrium geometry. The level of theory is ωB97M-V/def2-TZVPD.

The value obtained for the molecular weight is 898.61 g mol⁻¹. For the frontier orbital gap, the calculation gives 8.63 eV. For the max |F|, the calculation gives 8.9 eV/Å. Its net charge is 0.

Structure (XYZ):
```
127
Properties=species:S:1:pos:R:3:forces:R:3:lowdin_charge:R:1
C -0.979 -6.096 2.068 0.2 -0.3 0.6 -0.138
C 0.657 -6.163 1.727 -0.7 -1.2 0.2 -0.206
C 1.031 -5.503 0.272 -0.7 -1.6 -0.3 -0.189
O 2.256 -4.691 0.250 -1.7 1.3 0.6 -0.155
C 2.184 -3.529 1.147 0.2 -0.3 1.9 -0.202
C 0.757 -2.782 1.439 0.4 1.6 -0.2 -0.168
C -0.033 -1.991 0.241 -0.9 0.3 -0.1 -0.122
C -1.472 -2.646 -0.196 0.2 0.4 -1.2 -0.208
C -2.707 -1.560 -0.116 -0.1 -0.8 -0.7 -0.204
C -4.113 -2.400 0.037 -0.3 0.5 -0.9 -0.212
C -5.037 -2.089 -1.318 -0.1 -1.0 0.6 -0.226
C -6.569 -2.685 -1.103 0.2 1.2 0.0 -0.199
C -7.344 -1.620 -0.122 0.5 0.1 0.2 -0.190
C -8.398 -0.620 -0.890 1.8 0.8 0.4 -0.191
O -9.725 -1.211 -1.154 -0.3 0.1 3.5 -0.110
C -10.426 -1.567 0.092 -0.6 -6.5 0.8 -0.282
C -10.868 -0.534 1.290 -0.5 -0.2 0.4 -0.032
O -10.693 -2.889 0.275 1.6 8.7 -1.4 -0.041
O 1.213 -1.648 2.311 3.1 -1.1 -0.5 -0.202
C 2.608 -1.219 1.965 -0.6 -1.1 -0.1 -0.614
Cl 2.235 0.445 1.150 1.2 -1.4 0.8 0.649
C 3.641 -1.228 3.250 0.5 -0.6 -0.6 -0.215
S 3.069 -0.217 4.721 -4.9 1.4 4.3 0.807
O 2.089 0.935 4.384 3.6 -3.6 0.1 -0.442
O 2.487 -1.102 5.891 2.7 2.3 -4.5 -0.448
C 3.340 -2.334 0.962 -1.8 -0.9 -0.1 -0.150
C 3.560 -1.946 -0.615 1.1 -0.2 -0.5 -0.149
C 4.965 -1.171 -0.953 3.9 1.5 -1.4 -0.132
C 5.851 -1.741 -2.248 1.5 3.3 1.9 -0.031
C 7.272 -1.035 -2.746 -2.6 1.5 3.3 -0.072
C 7.869 0.298 -1.955 -3.9 -2.2 1.3 -0.069
C 7.017 0.851 -0.630 -0.9 -3.1 -2.6 -0.058
C 5.591 0.117 -0.155 2.0 -1.2 -2.9 -0.040
H -1.414 -5.011 2.017 0.9 -2.0 0.0 0.044
H -1.613 -6.797 1.356 1.5 1.5 1.3 0.086
H -1.170 -6.490 3.178 0.5 0.9 -2.5 0.088
H 0.897 -7.329 1.668 -0.4 2.6 0.2 0.114
H 1.300 -5.753 2.626 -1.4 -0.6 -1.9 0.112
H 0.076 -4.966 -0.161 2.0 -0.6 0.9 0.118
H 1.233 -6.423 -0.461 -0.2 2.2 1.5 0.144
H 2.480 -3.952 2.196 -0.7 0.8 -1.6 0.146
H 0.032 -3.382 2.145 1.5 1.0 -1.7 0.159
H 0.602 -1.816 -0.726 -1.0 -0.5 2.0 0.111
H -0.282 -0.905 0.669 0.7 -2.5 -0.8 0.113
H -1.761 -3.633 0.364 0.7 2.0 -0.8 0.076
H -1.365 -2.945 -1.345 -0.4 0.4 2.5 0.125
H -2.768 -0.990 -1.154 0.3 -1.1 2.2 0.112
H -2.554 -0.733 0.704 -0.3 -1.9 -1.4 0.116
H -4.636 -2.077 1.033 0.7 -0.6 -2.0 0.108
H -3.980 -3.569 0.060 0.0 2.4 0.1 0.111
H -4.537 -2.619 -2.261 -0.9 1.2 2.1 0.122
H -5.042 -0.931 -1.487 -0.2 -2.2 0.2 0.108
H -7.109 -2.741 -2.159 1.0 -0.1 2.4 0.122
H -6.560 -3.722 -0.549 0.1 1.9 -1.4 0.116
H -6.511 -0.912 0.356 -1.8 -1.4 -1.0 0.114
H -7.800 -2.221 0.775 0.4 1.4 -1.7 0.118
H -7.904 -0.323 -1.935 -1.4 -0.8 2.2 0.146
H -8.452 0.394 -0.267 -0.3 -2.2 -1.2 0.131
H -11.465 -1.183 2.090 1.4 1.2 -2.0 0.102
H -9.976 -0.046 1.874 -1.5 -1.0 -1.5 0.093
H -11.600 0.320 0.953 1.6 -1.7 0.3 0.091
H 4.745 -0.910 2.929 -2.6 -0.2 0.7 0.125
H 3.751 -2.349 3.640 -0.6 2.5 -0.7 0.138
H 4.228 0.404 5.286 -0.9 -0.9 -1.2 0.059
H 4.275 -2.777 1.559 -1.7 1.3 -2.0 0.160
H 3.585 -2.976 -1.216 0.0 2.2 1.4 0.129
H 2.692 -1.319 -1.095 1.6 -1.1 1.4 0.104
H 5.443 -2.668 -2.835 0.9 2.0 1.3 0.081
H 7.786 -1.501 -3.691 -1.0 1.1 2.1 0.075
H 8.869 0.816 -2.341 -2.5 -1.2 1.1 0.087
H 7.457 1.807 -0.076 -1.3 -2.4 -1.2 0.089
H 5.048 0.562 0.781 1.1 -0.9 -2.1 0.053
N -12.917 2.480 3.117 -1.0 0.1 -0.2 0.049
C -13.813 1.502 3.374 0.7 0.6 -0.2 -0.158
C -15.181 1.645 3.202 -0.1 0.2 -0.1 -0.077
C -15.662 2.866 2.741 0.0 0.0 0.0 -0.080
C -14.764 3.894 2.470 -0.2 -0.2 0.1 -0.079
C -13.414 3.654 2.670 0.5 -0.7 0.3 -0.153
H -13.389 0.569 3.734 -0.1 0.0 0.0 0.098
H -15.855 0.825 3.421 0.1 0.1 0.0 0.102
H -16.728 3.016 2.595 0.1 0.0 0.0 0.105
H -15.107 4.857 2.110 0.1 -0.1 0.0 0.101
H -12.673 4.423 2.469 -0.1 0.0 0.0 0.101
N 2.655 4.918 2.537 -1.0 0.2 -0.2 0.053
C 1.759 3.940 2.794 0.8 0.4 -0.1 -0.152
C 0.392 4.083 2.621 -0.1 0.3 -0.1 -0.071
C -0.089 5.304 2.161 0.0 0.0 0.0 -0.086
C 0.809 6.331 1.889 -0.1 -0.2 0.1 -0.087
C 2.158 6.092 2.089 0.4 -0.7 0.3 -0.161
H 2.183 3.007 3.154 -0.1 0.0 0.0 0.066
H -0.282 3.262 2.841 0.1 0.0 0.0 0.104
H -1.155 5.454 2.015 0.1 0.0 0.0 0.102
H 0.465 7.295 1.530 0.1 -0.1 0.0 0.098
H 2.899 6.860 1.888 -0.1 0.0 0.0 0.098
N 6.623 0.860 4.800 0.7 0.0 0.6 0.040
C 6.602 1.311 6.073 0.0 -0.3 -0.8 -0.151
C 7.734 1.443 6.862 0.2 -0.1 -0.1 -0.065
C 8.962 1.088 6.316 0.0 0.0 0.0 -0.072
C 9.016 0.618 5.007 -0.1 0.1 0.3 -0.070
C 7.830 0.524 4.296 -0.8 0.2 0.1 -0.145
H 5.620 1.572 6.456 0.1 0.1 0.1 0.097
H 7.659 1.814 7.878 0.0 0.0 -0.1 0.106
H 9.871 1.177 6.904 -0.1 0.0 -0.1 0.108
H 9.958 0.333 4.553 -0.1 0.0 0.0 0.104
H 7.820 0.166 3.270 0.1 0.0 0.1 0.100
N 5.063 4.716 -4.038 0.0 -1.0 0.1 0.049
C 5.334 3.892 -5.074 -0.1 0.7 0.6 -0.155
C 5.268 2.510 -4.997 -0.1 -0.1 0.3 -0.079
C 4.906 1.935 -3.784 0.0 0.0 0.0 -0.083
C 4.622 2.757 -2.698 0.0 -0.1 -0.2 -0.081
C 4.712 4.128 -2.874 0.2 0.5 -0.7 -0.152
H 5.615 4.388 -5.998 -0.1 -0.1 0.0 0.095
H 5.494 1.897 -5.863 0.0 0.1 0.0 0.090
H 4.845 0.855 -3.685 0.0 0.1 0.0 0.089
H 4.338 2.339 -1.739 0.0 0.0 -0.1 0.087
H 4.497 4.812 -2.057 0.0 -0.1 0.0 0.100
N 5.169 3.335 -9.197 0.1 -0.9 -0.5 0.056
C 4.250 3.027 -10.139 0.6 0.3 0.7 -0.149
C 4.295 1.880 -10.913 0.2 -0.2 0.1 -0.079
C 5.348 0.993 -10.715 0.0 0.0 0.0 -0.083
C 6.311 1.283 -9.754 -0.2 0.0 -0.2 -0.080
C 6.178 2.454 -9.026 -0.7 0.7 0.0 -0.161
H 3.450 3.752 -10.258 0.0 -0.1 0.0 0.102
H 3.528 1.682 -11.654 0.1 0.0 0.1 0.101
H 5.418 0.083 -11.305 0.0 0.1 0.1 0.104
H 7.144 0.612 -9.576 -0.1 0.1 0.0 0.100
H 6.902 2.723 -8.262 0.0 0.0 -0.1 0.099
```
Positions in Å, forces in eV/Å.

=====

(3)
This record from the Open Molecules 2025 dataset describes a single C12H16N2O2 molecule. The level of theory is ωB97M-V/def2-TZVPD.

The value obtained for the molecular weight is 220.27 g mol⁻¹. The energy above the lowest of the compared OMol25 structures with the same formula, charge and spin comes out at 0.00 kJ/mol. For the frontier orbital gap, the calculation gives 8.88 eV. For the max |F|, the calculation gives 0.6 eV/Å. Its net charge is 0.

Structure (XYZ):
```
32
Properties=species:S:1:pos:R:3:forces:R:3:lowdin_charge:R:1
O -1.162 -2.471 0.168 -0.3 -0.3 -0.1 0.062
C -0.725 -1.342 0.242 0.3 0.1 0.1 -0.536
N -1.484 -0.197 0.173 0.4 0.4 0.0 0.139
C -2.868 -0.076 0.043 -0.4 -0.1 -0.1 -0.225
C -3.404 1.211 0.009 0.1 0.0 0.0 -0.041
C -4.766 1.399 -0.121 0.0 0.0 0.0 -0.098
C -5.613 0.308 -0.219 -0.2 0.0 0.0 -0.107
C -5.083 -0.970 -0.185 -0.1 0.2 0.0 -0.083
C -3.721 -1.171 -0.056 0.1 -0.2 0.0 -0.015
H -3.309 -2.165 -0.030 0.0 0.0 0.0 0.097
H -5.737 -1.827 -0.261 0.0 -0.1 0.0 0.103
H -6.678 0.456 -0.321 -0.1 0.0 0.0 0.097
H -5.166 2.402 -0.145 0.0 0.1 0.0 0.100
H -2.746 2.067 0.086 0.1 0.1 0.0 0.106
H -0.995 0.682 0.246 0.0 -0.2 0.0 0.116
N 0.610 -1.122 0.441 0.4 -0.1 0.1 0.075
H 1.181 -1.949 0.335 -0.2 0.0 -0.1 0.142
C 1.338 0.120 0.358 0.2 -0.1 -0.1 -0.155
H 1.285 0.549 -0.655 0.0 0.1 0.1 0.133
H 0.943 0.850 1.075 0.1 0.0 -0.1 0.130
C 2.810 -0.149 0.712 -0.4 0.4 0.3 -0.321
C 3.681 1.116 0.569 0.0 -0.2 0.0 -0.123
H 4.044 1.467 1.532 0.0 0.1 0.0 0.113
C 4.819 0.670 -0.354 -0.1 -0.2 0.0 -0.148
H 5.163 1.459 -1.017 0.1 0.0 0.0 0.111
C 4.170 -0.490 -1.108 0.3 0.2 -0.3 -0.196
H 4.880 -1.226 -1.484 0.0 0.1 0.0 0.124
H 3.561 -0.118 -1.945 0.1 0.0 0.0 0.124
O 3.357 -1.134 -0.149 -0.1 -0.2 0.1 -0.104
H 5.662 0.302 0.232 0.0 0.0 0.0 0.113
H 3.104 1.917 0.105 0.0 0.1 0.0 0.112
H 2.848 -0.566 1.725 0.0 0.1 -0.1 0.154
```
Positions in Å, forces in eV/Å.